(1)
C11H28Cu2NO4 | ωB97M-V/def2-TZVPD

Properties
- Gap between HOMO and LUMO: 0.1259 Ha
- Charge: -1
- Energy relative to the best compared isomer or geometry (same formula, charge and spin): 8.809 eV
- E: -4072.114463 hartree

Positions of all 46 atoms, in Å:
Cu 1.603 4.114 -0.550
Cu 1.015 4.694 2.821
C -3.502 -3.458 2.302
C -3.333 -2.054 1.570
C -2.090 -1.873 0.623
C -0.758 -2.028 1.369
N 0.576 -1.842 0.573
C 0.710 -0.640 -0.278
C 0.548 -1.125 -1.707
C 1.374 -2.370 -1.693
C 0.870 -3.058 -0.386
C 1.591 -1.793 1.727
H -3.350 -4.346 1.688
H -4.581 -3.416 2.450
H -2.982 -3.511 3.258
H -3.299 -1.216 2.266
H -4.129 -1.836 0.858
H -2.187 -0.978 0.009
H -2.002 -2.584 -0.199
H -0.769 -3.074 1.673
H -0.644 -1.387 2.243
H 1.744 -0.330 -0.127
H -0.012 0.154 -0.084
H 0.986 -0.382 -2.373
H -0.477 -1.314 -2.026
H 2.404 -2.153 -1.411
H 1.309 -2.955 -2.611
H 1.711 -3.533 0.120
H -0.008 -3.688 -0.528
H 1.442 -0.903 2.338
H 2.586 -1.914 1.299
H 1.487 -2.676 2.358
C 3.186 3.430 -5.247
O 2.629 3.954 -4.060
H 3.318 2.348 -5.257
H 2.461 3.662 -6.027
H 4.152 3.881 -5.473
C -3.163 3.424 0.479
O -1.853 3.854 0.769
H -3.407 3.335 -0.580
H -3.362 2.500 1.022
H -3.845 4.155 0.914
O 2.622 6.656 0.891
H 3.074 7.207 1.558
O 2.693 2.502 1.781
H 3.661 2.565 1.658



(2)
C11H28FN2O5P | ωB97M-V/def2-TZVPD

Properties
- Gap between HOMO and LUMO: 0.3138 Ha
- Structure (SMILES): NPC(=O)NC(=O)F.CC(C)O.CC(C)O.CC(C)O
- Charge: 0
- Energy relative to the best compared isomer or geometry (same formula, charge and spin): 3.383 eV
- E: -1362.736189 hartree

Positions of all 48 atoms, in Å:
N 0.193 -0.098 -3.623
P 1.192 -1.295 -4.491
C 3.018 -0.763 -4.655
O 3.510 -0.599 -5.915
N 4.000 -0.532 -3.529
C 3.326 -0.109 -2.239
O 2.931 1.130 -1.922
F 3.073 -1.165 -1.200
H -0.002 -0.365 -2.632
H 0.555 0.880 -3.713
H 0.675 -1.329 -5.856
H 4.719 0.193 -3.786
C 0.127 0.040 1.911
C -0.512 -0.709 0.752
C -0.362 -2.213 0.914
O 0.102 -0.302 -0.469
H 1.201 -0.168 1.968
H 0.022 1.122 1.774
H -0.334 -0.239 2.863
H -1.574 -0.450 0.687
H 0.695 -2.501 0.936
H -0.815 -2.739 0.067
H -0.837 -2.560 1.837
H 1.045 -0.528 -0.420
C -0.045 -1.508 6.723
C -0.684 -2.257 5.564
C -0.533 -3.761 5.726
O -0.070 -1.850 4.343
H 1.029 -1.717 6.780
H -0.150 -0.427 6.586
H -0.506 -1.787 7.675
H -1.746 -1.998 5.499
H 0.524 -4.050 5.748
H -0.987 -4.287 4.879
H -1.009 -4.108 6.649
H 0.874 -2.077 4.392
C -1.406 4.445 -2.310
C -1.449 3.778 -3.675
C -2.879 3.600 -4.160
O -0.815 2.504 -3.598
H -1.923 3.837 -1.559
H -0.371 4.556 -1.969
H -1.872 5.435 -2.339
H -0.888 4.380 -4.398
H -3.449 2.961 -3.475
H -2.896 3.107 -5.138
H -3.390 4.564 -4.245
H -1.307 1.962 -2.959



(3)
C11H28N8O19 | ωB97M-V/def2-TZVPD

Properties
- Gap between HOMO and LUMO: 0.3902 Ha
- Structure (SMILES): C[N+](=O)[O-].C[N+](=O)[O-].C[N+](=O)[O-].C[N+](=O)[O-].C[N+](=O)[O-].C[N+](=O)[O-].C[N+](=O)[O-].C[N+](=O)[O-].O=C1OCCO1
- Charge: 0
- E: -2302.762192 hartree

Positions of all 66 atoms, in Å:
C 4.222 0.951 -3.184
C 3.083 1.756 -3.731
O 2.604 2.414 -2.490
C 3.631 2.396 -1.593
O 3.589 3.017 -0.550
O 4.641 1.664 -2.021
H 5.042 0.725 -3.829
H 3.818 0.089 -2.799
H 2.318 1.088 -4.117
H 3.361 2.498 -4.572
C 0.547 -1.022 4.024
N -0.817 -0.508 3.776
O -1.735 -1.282 3.709
O -0.963 0.702 3.765
H 0.702 -0.920 5.109
H 1.300 -0.338 3.497
H 0.618 -2.004 3.655
C -4.129 1.062 -1.793
N -4.582 -0.247 -2.127
O -3.827 -1.108 -2.579
O -5.759 -0.480 -1.981
H -4.599 1.361 -0.889
H -4.368 1.816 -2.579
H -3.000 1.042 -1.649
C 0.642 0.522 -0.410
N 1.272 -0.746 -0.037
O 2.000 -1.351 -0.866
O 0.980 -1.180 1.075
H 0.353 0.603 -1.431
H 1.274 1.352 -0.085
H -0.274 0.718 0.159
C -0.616 -2.428 -2.401
N -0.068 -1.828 -3.656
O -0.020 -0.596 -3.637
O 0.254 -2.501 -4.587
H 0.036 -3.240 -2.224
H -1.645 -2.649 -2.604
H -0.601 -1.726 -1.580
C 0.292 -4.758 0.580
N 0.489 -6.177 0.077
O 1.012 -7.000 0.815
O 0.106 -6.438 -1.055
H 0.618 -4.610 1.608
H -0.705 -4.451 0.439
H 0.881 -4.164 -0.141
C 4.956 2.423 2.233
N 3.485 2.130 2.297
O 2.788 2.923 2.932
O 3.075 1.151 1.752
H 5.475 1.498 1.959
H 5.341 2.704 3.217
H 5.124 3.122 1.481
C -2.523 4.872 1.948
N -2.754 3.600 1.111
O -3.277 3.641 0.028
O -2.326 2.592 1.655
H -3.479 5.052 2.455
H -2.296 5.816 1.377
H -1.673 4.710 2.638
C -3.920 -0.916 1.437
N -2.763 -1.560 0.737
O -2.018 -0.845 0.091
O -2.618 -2.765 0.804
H -4.828 -1.091 0.883
H -3.811 0.210 1.397
H -3.934 -1.290 2.475



(4)
C11H29GaIN3O6P | ωB97M-V/def2-TZVPD

Properties
- Gap between HOMO and LUMO: 0.2717 Ha
- Charge: -1
- E: -3616.290705 hartree

Positions of all 52 atoms, in Å:
C 3.835 0.125 -1.481
C 3.330 -1.335 -1.710
Ga 1.343 -1.635 -1.389
I 0.301 -3.027 -3.392
P 0.135 0.409 -1.201
O 0.432 0.941 0.145
O -1.491 0.224 -1.374
O 0.736 1.417 -2.381
H 4.326 0.548 -2.356
H 4.583 0.134 -0.683
H 3.020 0.750 -1.121
H 3.669 -1.733 -2.667
H 3.836 -1.945 -0.958
H 1.153 -2.477 -0.112
H -1.725 0.183 -2.317
H 0.255 2.263 -2.382
C 0.773 -3.644 2.978
C 0.871 -4.649 1.853
O 0.843 -4.307 0.689
N 0.995 -5.970 2.189
C 1.048 -6.559 3.512
H 0.681 -2.651 2.548
H -0.107 -3.843 3.593
H 1.671 -3.675 3.598
H 1.055 -6.580 1.390
H 1.989 -7.101 3.631
H 0.224 -7.268 3.626
H 0.974 -5.802 4.285
C 1.554 7.452 -1.158
C 1.672 6.495 -2.321
O 1.642 6.883 -3.481
N 1.813 5.178 -2.034
C 1.868 4.539 -0.726
H 1.448 8.461 -1.546
H 0.676 7.215 -0.556
H 2.449 7.409 -0.536
H 1.887 4.593 -2.852
H 2.817 4.010 -0.636
H 1.057 3.816 -0.651
H 1.781 5.264 0.076
C -5.949 -0.866 -0.378
C -5.985 -0.359 1.044
O -7.030 -0.287 1.681
N -4.810 0.018 1.600
C -3.480 0.002 1.002
H -6.959 -1.127 -0.681
H -5.572 -0.093 -1.048
H -5.322 -1.754 -0.451
H -4.904 0.345 2.548
H -2.828 -0.635 1.599
H -3.078 1.014 1.006
H -3.499 -0.365 -0.015



(5)
C11H29I2IrOP2Si | ωB97M-V/def2-TZVPD

Properties
- Gap between HOMO and LUMO (spin up / spin down): 0.1714 / 0.1392 Ha
- Spin multiplicity: 5
- Charge: +2
- E: -2182.934911 hartree

Positions of all 47 atoms, in Å:
I 3.289 -0.349 -2.062
I 1.162 -0.269 -3.470
Ir 0.399 -0.229 0.915
P 1.646 1.934 -0.051
C 0.757 3.234 0.908
C 3.340 2.800 -0.093
H 3.190 3.821 -0.488
H 1.686 3.659 -1.869
H 4.048 2.307 -0.773
H 1.803 2.006 -2.451
H 0.765 2.988 1.977
H 3.796 2.906 0.911
C 1.300 2.646 -1.702
H 1.247 4.209 0.727
H 0.224 2.620 -1.851
H -0.282 3.289 0.546
P 1.308 -2.430 0.013
C 0.289 -3.586 1.028
C 0.914 -3.024 -1.721
H 3.687 -3.062 -0.664
H 2.646 -4.501 -0.415
H 3.324 -3.630 1.015
C 2.912 -3.499 -0.006
H 1.506 -2.383 -2.435
H 1.213 -4.064 -1.919
H 0.544 -4.632 0.815
H -0.760 -3.393 0.780
H -0.150 -2.864 -1.897
H 0.466 -3.377 2.093
C 0.419 -0.400 2.690
O 0.606 -0.510 3.847
C -3.005 -0.063 2.187
Si -2.826 0.466 0.404
C -4.088 -0.357 -0.727
C -2.937 2.331 0.269
C -1.188 -0.195 -0.242
H -4.063 0.074 2.445
H -2.353 0.567 2.804
H -2.706 -1.116 2.263
H -5.089 -0.126 -0.322
H -4.034 0.020 -1.769
H -3.951 -1.456 -0.735
H -2.453 2.817 1.127
H -2.562 2.776 -0.661
H -4.009 2.571 0.336
H -1.119 -1.141 -0.782
H -0.909 0.612 -0.996



(6)
C11H30BeBr2Ca2Cl3F2N3O10PS3 | ωB97M-V/def2-TZVPD

Properties
- Gap between HOMO and LUMO: 0.0490 Ha
- Charge: +1
- E: -10986.850109 hartree

Positions of all 68 atoms, in Å:
C 4.109 2.299 0.846
C 3.449 1.070 0.081
S 2.001 0.438 1.064
C 0.385 0.716 0.182
P -0.718 2.114 0.908
C 0.612 3.479 0.666
C -0.004 4.828 -0.029
O -0.795 5.614 0.538
Br 0.554 5.302 -1.865
H 3.541 2.493 1.799
H 4.068 3.250 0.258
H 5.171 2.037 1.070
H 4.179 0.270 -0.188
H 3.004 1.471 -0.872
H -0.269 -0.202 0.163
H 0.659 1.025 -0.866
H -1.199 2.424 -0.455
H -1.846 1.189 1.084
H -0.255 1.762 2.279
H -1.570 3.158 1.501
H 1.367 3.090 -0.062
H 1.071 3.714 1.702
Ca 1.303 -1.001 3.012
C 1.143 3.445 -5.736
Cl 0.906 2.311 -4.393
Cl 2.325 2.809 -6.892
Cl -0.394 3.779 -6.539
H 1.528 4.377 -5.334
O -2.783 -0.529 1.125
H -3.509 -0.309 0.528
Ca 0.266 4.289 2.877
Br -0.634 2.514 -2.312
C 0.739 0.564 -9.084
N 0.411 -0.263 -10.273
O 0.594 0.224 -11.357
O -0.029 -1.398 -10.073
H 1.111 1.527 -9.420
H -0.178 0.683 -8.505
H 1.499 0.033 -8.514
N 6.697 -2.922 -0.256
S 7.546 -2.716 1.061
O 7.695 -3.862 1.920
O 7.439 -1.431 1.710
F 8.993 -2.621 0.409
S 5.176 -3.133 0.046
O 4.431 -3.637 -1.078
O 4.502 -2.111 0.822
F 5.148 -4.383 1.027
C -5.855 -3.834 3.972
C -4.582 -3.206 3.411
C -3.503 -2.949 4.486
O -3.743 -1.820 5.309
C -4.632 -2.053 6.392
N -4.926 -1.980 2.685
H -6.476 -3.113 4.505
H -6.464 -4.238 3.162
H -5.621 -4.655 4.654
H -4.161 -3.916 2.690
H -2.574 -2.726 3.967
H -3.323 -3.842 5.098
H -4.529 -3.063 6.798
H -5.662 -1.871 6.082
H -4.394 -1.337 7.179
H -4.080 -1.616 2.223
H -5.150 -1.261 3.382
O -4.822 0.793 3.638
H -3.946 0.695 4.038
Be -1.002 -1.788 -8.243



(7)
C11H30Cl8N7O15Sn | ωB97M-V/def2-TZVPD

Properties
- Gap between HOMO and LUMO: 0.2489 Ha
- Charge: +1
- E: -5843.824234 hartree

Positions of all 72 atoms, in Å:
Sn -3.009 0.944 -1.755
O -0.355 0.524 -0.758
H -0.044 0.229 0.120
C 0.043 0.293 -4.803
N -0.185 1.751 -4.646
O -1.233 2.067 -4.101
O 0.534 2.516 -5.267
H 1.078 0.111 -4.513
H -0.196 -0.042 -5.813
H -0.540 -0.194 -4.021
C 1.362 -3.366 4.089
N 1.602 -3.900 2.728
O 0.942 -3.476 1.792
O 2.476 -4.748 2.622
H 2.267 -3.588 4.653
H 0.626 -4.020 4.557
H 1.059 -2.337 3.897
C -0.829 -0.043 2.528
N -1.834 0.964 2.478
O -2.627 0.896 1.548
O -1.849 1.866 3.329
H 0.077 0.354 2.985
H -0.683 -0.443 1.525
H -1.255 -0.827 3.154
C 2.388 0.982 -2.073
N 3.406 1.987 -1.592
O 4.266 2.359 -2.398
O 3.254 2.395 -0.451
H 2.799 0.405 -2.902
H 1.487 1.507 -2.390
H 2.204 0.359 -1.198
C -1.738 5.797 -3.356
N -2.694 5.106 -2.428
O -2.924 3.922 -2.554
O -3.258 5.810 -1.658
H -2.080 6.782 -3.671
H -1.744 5.131 -4.218
H -0.739 5.833 -2.919
C 0.398 3.477 1.108
N -0.481 3.787 -0.022
O 0.070 4.437 -0.927
O -1.632 3.385 -0.005
H 0.378 2.401 1.279
H -0.066 4.009 1.938
H 1.386 3.855 0.843
C -4.285 -4.054 -1.666
N -4.754 -2.741 -1.172
O -3.893 -1.899 -0.995
O -5.922 -2.524 -1.035
H -4.309 -4.058 -2.755
H -4.954 -4.797 -1.232
H -3.243 -4.241 -1.407
C 0.163 -2.519 -1.712
Cl -0.352 -4.215 -1.925
Cl 1.732 -2.190 -2.502
H -0.533 -1.806 -2.155
H 0.391 -2.295 -0.670
C 4.402 1.969 3.150
Cl 5.071 2.085 4.722
Cl 2.648 2.128 3.146
H 4.880 2.631 2.428
H 4.546 0.945 2.804
C -3.315 -4.496 2.557
Cl -4.834 -4.936 1.749
Cl -2.838 -2.800 2.245
H -3.443 -4.637 3.630
H -2.496 -5.181 2.339
C 4.811 -2.008 2.654
Cl 3.386 -1.347 1.830
Cl 4.517 -1.673 4.414
H 4.797 -3.089 2.512
H 5.719 -1.511 2.312



(8)
C11H30CrN6O | ωB97M-V/def2-TZVPD

Properties
- Gap between HOMO and LUMO (spin up / spin down): 0.2650 / 0.2842 Ha
- Spin multiplicity: 2
- Charge: +3
- E: -1884.413100 hartree

Positions of all 49 atoms, in Å:
Cr 0.178 0.151 -0.739
N -1.589 -0.307 -1.817
C -1.384 -1.585 -2.585
C -0.242 -2.353 -1.950
N 0.935 -1.451 -1.755
C 1.518 -0.981 -3.066
C 1.045 0.412 -3.458
N 1.058 1.298 -2.246
C 1.991 -2.098 -0.916
C 2.919 -1.032 -0.367
N 2.084 0.044 0.252
H -2.288 -0.483 -1.093
H -2.033 0.381 -2.423
H -1.171 -1.336 -3.622
H -2.291 -2.189 -2.584
H 0.036 -3.218 -2.557
H -0.531 -2.726 -0.964
H 1.277 -1.703 -3.849
H 2.600 -0.981 -2.963
H 0.032 0.412 -3.853
H 1.692 0.816 -4.237
H 0.578 2.169 -2.476
H 2.018 1.579 -2.048
H 2.538 -2.839 -1.503
H 1.489 -2.626 -0.102
H 3.534 -0.584 -1.145
H 3.600 -1.471 0.362
H 2.643 0.887 0.358
H 1.859 -0.234 1.206
C -1.086 3.029 3.020
N -0.934 2.071 1.903
C -0.616 2.657 0.605
C -0.983 0.738 1.994
O -0.611 0.081 0.900
N -1.359 0.008 3.024
C -2.103 0.436 4.225
C -1.167 -1.453 3.038
H -0.698 3.986 2.685
H -0.495 2.718 3.878
H -2.128 3.169 3.293
H -0.847 3.718 0.626
H -1.248 2.239 -0.190
H 0.451 2.563 0.367
H -2.380 1.476 4.210
H -1.497 0.231 5.106
H -3.013 -0.161 4.277
H -0.552 -1.786 2.212
H -2.137 -1.947 2.989
H -0.690 -1.724 3.978